No. 1
DFT (wB97M-V/def2-TZVPD) results for a molecular structure, C9H6InN2O4 in a non-equilibrium geometry.

Output
Total charge: +3
LUMO level, eV: -13.93
Calculated total energy, Eh: -945.841197
Kohn-Sham gap, eV: 5.27
2S+1: 1
Highest occupied orbital energy, eV: -19.200

Each line ends with the Mulliken charge.
Cartesian coordinates (Å):
1 O -3.014 0.763 -0.586  -0.05
2 C -1.916 0.474 -0.396  0.23
3 In -0.029 -0.035 0.196  1.32
4 O 0.937 2.752 -1.244  -0.02
5 C 0.593 1.730 -0.792  0.15
6 C -0.180 -1.614 -1.161  0.32
7 O -0.288 -2.557 -1.845  -0.02
8 C 1.906 -0.487 0.389  0.31
9 O 3.026 -0.763 0.579  -0.07
10 N -2.147 1.056 5.814  -0.38
11 C -1.689 0.871 4.542  1.12
12 C -1.872 -0.366 3.895  -0.86
13 C -1.400 -0.557 2.618  -0.08
14 N -0.765 0.482 2.073  -0.29
15 C -0.548 1.697 2.570  -0.03
16 C -1.024 1.900 3.853  -0.84
17 H -2.612 0.325 6.314  0.23
18 H -2.024 1.923 6.294  0.23
19 H -2.370 -1.187 4.379  0.41
20 H -1.511 -1.503 2.079  0.48
21 H -0.015 2.455 1.994  0.43
22 H -0.857 2.859 4.305  0.42

---

No. 2
DFT (wB97M-V/def2-TZVPD) results for a single C9H6O2 molecule in a non-equilibrium geometry.

Output
Total charge: 0
LUMO level, eV: -0.43
Structure (SMILES): O=Cc1ccc2ccocc1-2
Calculated total energy, Eh: -496.964830
Kohn-Sham gap, eV: 7.44
2S+1: 1
Highest occupied orbital energy, eV: -7.869

Each line ends with the Mulliken charge.
Cartesian coordinates (Å):
1 O 1.860 1.196 -2.238  -0.56
2 C 0.647 1.427 -2.265  -0.11
3 C -0.195 0.854 -1.179  -0.08
4 C -1.586 1.080 -0.871  -0.52
5 C -1.885 0.378 0.314  -0.86
6 C -0.726 -0.306 0.709  0.62
7 C -0.391 -1.136 1.823  -0.42
8 C 0.883 -1.639 1.879  -0.16
9 O 1.897 -1.378 1.031  -0.35
10 C 1.559 -0.592 -0.019  -0.24
11 C 0.354 0.015 -0.148  0.27
12 H 0.220 2.126 -3.052  0.30
13 H -2.267 1.597 -1.487  0.49
14 H -2.879 0.386 0.841  0.34
15 H -1.086 -1.471 2.686  0.26
16 H 1.281 -2.202 2.693  0.41
17 H 2.315 -0.335 -0.717  0.61

---

No. 3
DFT (wB97M-V/def2-TZVPD) results for a single C9H6O3 molecule in a non-equilibrium geometry.

Output
Total charge: 0
LUMO level, eV: 0.37
Structure (SMILES): O=C(O)c1coc2ccccc12
Calculated total energy, Eh: -572.255490
Kohn-Sham gap, eV: 9.23
2S+1: 1
Highest occupied orbital energy, eV: -8.860

Each line ends with the Mulliken charge.
Cartesian coordinates (Å):
1 O 2.526 -1.754 0.055  -0.51
2 C 1.671 -1.801 0.911  0.71
3 O 1.831 -2.638 2.017  -0.50
4 C 0.359 -1.078 0.799  0.04
5 C -0.888 -1.402 1.264  -0.32
6 O -1.918 -0.612 0.897  -0.37
7 C -1.284 0.302 -0.020  0.08
8 C -1.862 1.334 -0.684  -0.76
9 C -0.928 2.010 -1.552  -0.26
10 C 0.415 1.820 -1.583  -0.44
11 C 1.013 0.897 -0.754  -0.34
12 C 0.113 0.136 -0.011  0.68
13 H 1.186 -2.354 2.786  0.34
14 H -1.167 -2.351 1.817  0.36
15 H -2.935 1.524 -0.891  0.34
16 H -1.263 2.834 -2.198  0.31
17 H 1.011 2.458 -2.269  0.34
18 H 2.119 0.674 -0.584  0.31

---

No. 4
DFT (wB97M-V/def2-TZVPD) results for 29 unconnected molecules or ions with the total composition C9H74NO29 in a non-equilibrium geometry.

Output
Total charge: -1
LUMO level, eV: 1.07
Calculated total energy, Eh: -2623.997258
Kohn-Sham gap, eV: 4.90
2S+1: 1
Highest occupied orbital energy, eV: -3.833

Each line ends with the Mulliken charge.
Cartesian coordinates (Å):
1 C 1.516 -1.635 -1.887  -2.22
2 C 0.389 -1.053 -0.940  2.05
3 C 0.499 -1.995 0.315  0.02
4 C -0.288 -1.436 1.629  -0.21
5 C 0.146 -0.057 1.984  -0.57
6 C 0.004 0.996 0.755  2.03
7 N 0.665 0.344 -0.432  1.64
8 O 1.125 1.310 -1.493  0.16
9 C 0.739 2.230 1.387  -0.84
10 C -1.509 1.320 0.519  -1.09
11 C -1.075 -1.180 -1.541  -0.83
12 H 1.427 -2.720 -1.937  0.41
13 H 2.545 -1.440 -1.585  0.14
14 H 1.221 -1.300 -2.881  0.84
15 H 1.505 -2.270 0.631  0.48
16 H 0.032 -2.961 0.121  -1.25
17 H -0.175 -2.042 2.528  -0.01
18 H -1.354 -1.605 1.475  -0.15
19 H 1.121 -0.142 2.463  -0.43
20 H -0.501 0.265 2.800  0.43
21 H 1.093 2.890 0.596  -0.30
22 H 1.609 1.990 1.999  -0.21
23 H 0.128 2.787 2.096  0.50
24 H -1.689 2.281 1.000  0.41
25 H -2.218 0.626 0.971  0.11
26 H -1.581 1.471 -0.558  -0.60
27 H -1.300 -0.270 -2.098  0.21
28 H -1.902 -1.258 -0.836  -0.14
29 H -1.197 -2.007 -2.240  -0.05
30 O 3.035 2.633 -3.643  -0.73
31 H 2.473 3.012 -4.319  0.34
32 H 2.431 2.185 -3.052  0.24
33 O 3.785 -3.001 0.154  -0.69
34 H 3.036 -3.554 -0.069  0.49
35 H 3.403 -2.142 0.336  0.30
36 O -5.130 0.529 -1.592  -0.63
37 H -4.815 -0.177 -2.156  0.44
38 H -4.354 1.062 -1.419  0.27
39 O -2.258 3.654 -1.655  -0.62
40 H -1.435 3.242 -1.394  0.22
41 H -2.534 3.168 -2.432  0.31
42 O 3.506 -1.706 -4.225  -0.73
43 H 3.674 -1.170 -3.449  0.60
44 H 2.774 -2.268 -3.974  0.30
45 O 0.013 1.316 -4.130  -0.82
46 H -0.531 2.070 -3.902  0.36
47 H 0.297 0.960 -3.288  0.12
48 O 2.729 0.466 4.422  -0.61
49 H 3.097 0.644 5.288  0.27
50 H 2.054 1.135 4.306  0.19
51 O 3.770 -1.136 2.394  -0.58
52 H 3.556 -0.447 3.023  0.29
53 H 3.279 -1.899 2.697  0.30
54 O 0.520 2.281 5.007  -0.69
55 H -0.437 2.267 5.009  0.23
56 H 0.746 3.189 4.805  0.47
57 O 1.264 5.501 0.991  -0.65
58 H 2.082 5.489 1.487  0.22
59 H 0.922 6.387 1.113  0.26
60 O 0.936 4.679 4.458  -0.68
61 H 0.455 5.095 5.173  0.31
62 H 0.475 4.957 3.666  0.35
63 O -3.889 -0.882 -3.521  -0.62
64 H -3.116 -1.175 -4.003  0.29
65 H -4.150 -0.071 -3.956  0.27
66 O -3.531 -2.215 3.322  -0.58
67 H -4.455 -2.007 3.461  0.27
68 H -3.068 -1.701 3.983  0.27
69 O 4.783 2.442 2.796  -0.59
70 H 3.986 2.617 3.298  0.28
71 H 4.693 2.980 2.010  0.30
72 O 3.670 0.402 -0.070  -0.99
73 H 2.811 0.559 -0.463  0.31
74 H 3.480 0.175 0.840  0.25
75 O -1.427 5.099 1.149  -0.66
76 H -0.553 5.124 0.760  0.40
77 H -1.982 4.721 0.467  0.32
78 O 0.053 -3.271 -4.803  -0.63
79 H 0.974 -3.499 -4.670  0.29
80 H -0.371 -3.493 -3.974  0.30
81 O -2.569 -4.029 1.787  -0.58
82 H -3.067 -3.359 2.255  0.32
83 H -2.355 -4.680 2.455  0.23
84 O 2.702 -4.273 -3.781  -0.56
85 H 3.562 -4.082 -3.406  0.29
86 H 2.699 -5.222 -3.902  0.22
87 O -0.246 -3.305 5.668  -0.64
88 H 0.023 -3.272 4.750  0.33
89 H -0.526 -4.210 5.804  0.30
90 O -4.697 -2.877 -1.354  -0.65
91 H -4.545 -3.397 -2.143  0.31
92 H -4.100 -2.133 -1.438  0.28
93 O -1.888 -5.033 -0.957  -0.58
94 H -1.971 -4.565 -0.126  0.33
95 H -2.764 -4.997 -1.341  0.26
96 O 1.589 -5.243 0.151  -0.67
97 H 0.847 -4.707 -0.127  0.32
98 H 1.345 -5.559 1.021  0.30
99 O -5.014 2.898 0.359  -0.63
100 H -4.513 3.482 -0.210  0.33
101 H -4.474 2.806 1.144  0.35
102 O -4.040 2.034 2.782  -0.66
103 H -3.515 1.917 3.573  0.26
104 H -4.611 1.266 2.757  0.28
105 O -1.944 -0.621 -5.297  -0.69
106 H -1.452 0.122 -4.947  0.37
107 H -1.285 -1.161 -5.732  0.29
108 O 4.322 0.334 -2.667  -0.74
109 H 4.281 0.425 -1.715  0.32
110 H 3.974 1.160 -3.002  0.38
111 O 0.609 4.478 -1.413  -0.73
112 H 1.010 4.873 -0.638  0.43
113 H 0.914 3.570 -1.404  0.20

---

No. 5
DFT (wB97M-V/def2-TZVPD) results for a molecular structure, C9H75NO35S2 in a non-equilibrium geometry.

Output
Total charge: 0
LUMO level, eV: -0.89
Calculated total energy, Eh: -3872.185899
Kohn-Sham gap, eV: 7.14
2S+1: 1
Highest occupied orbital energy, eV: -8.024

Each line ends with the Mulliken charge.
Cartesian coordinates (Å):
1 C 3.718 -1.284 0.129  -0.75
2 S 2.474 -1.913 1.385  0.96
3 O 3.242 -2.743 2.374  -0.54
4 O 1.954 -0.686 2.073  -0.57
5 O 1.336 -2.772 0.498  -0.19
6 S -0.179 -2.852 1.269  0.65
7 O -0.847 -1.496 1.339  -0.46
8 O -1.133 -3.697 0.134  -0.33
9 C -2.260 -4.341 0.802  -0.64
10 C -3.561 -3.368 0.879  -0.01
11 C -4.533 -3.503 -0.394  -0.49
12 C -5.404 -2.200 -0.713  -0.66
13 N -6.274 -1.730 0.400  0.54
14 C -7.065 -0.496 0.339  -0.34
15 C -7.853 -0.234 1.660  -0.55
16 C -7.512 -1.431 2.613  -0.87
17 C -6.572 -2.270 1.722  -0.14
18 H 3.249 -1.448 -0.918  0.17
19 H 3.892 -0.162 0.223  0.22
20 H 4.663 -1.922 0.147  0.31
21 H -2.508 -5.303 0.229  0.34
22 H -2.017 -4.645 1.893  0.14
23 H -3.286 -2.272 1.071  0.28
24 H -4.124 -3.715 1.830  0.17
25 H -3.848 -3.667 -1.315  0.27
26 H -5.250 -4.400 -0.283  0.20
27 H -4.667 -1.333 -0.938  0.34
28 H -6.024 -2.311 -1.683  0.42
29 H -7.116 0.201 -0.573  0.39
30 H -8.545 0.640 1.888  0.32
31 H -7.869 -1.609 3.676  0.34
32 H -6.175 -3.245 2.150  0.27
33 O 1.607 1.619 0.261  -0.11
34 H 1.303 0.797 0.677  0.10
35 H 0.788 2.081 0.027  0.19
36 O -7.049 2.583 1.689  -0.56
37 H -6.480 3.302 1.388  0.27
38 H -6.451 1.997 2.171  0.31
39 O 6.104 0.416 -0.892  -0.56
40 H 6.790 0.427 -1.573  0.25
41 H 5.882 1.349 -0.769  0.30
42 O 2.932 0.591 -2.591  -0.52
43 H 2.555 0.666 -1.704  0.23
44 H 2.453 1.254 -3.104  0.31
45 O -2.128 -6.197 3.335  -0.64
46 H -1.694 -5.559 3.919  0.32
47 H -1.502 -6.930 3.285  0.30
48 O -0.549 3.026 -1.323  -0.49
49 H -1.459 2.770 -1.513  0.24
50 H -0.549 3.986 -1.438  0.24
51 O -1.547 2.922 1.734  -0.58
52 H -0.972 3.686 1.609  0.28
53 H -0.939 2.174 1.750  0.26
54 O 7.153 2.331 -2.889  -0.59
55 H 6.243 2.075 -3.080  0.35
56 H 7.149 3.291 -2.989  0.29
57 O -2.991 4.515 -1.018  -0.58
58 H -3.250 5.429 -0.839  0.28
59 H -3.495 4.000 -0.375  0.29
60 O 5.389 2.473 -4.956  -0.66
61 H 4.628 2.156 -4.450  0.27
62 H 5.055 2.545 -5.860  0.30
63 O -0.072 6.252 -0.996  -0.55
64 H -0.470 7.028 -0.582  0.28
65 H 0.731 6.594 -1.412  0.29
66 O 4.091 -2.745 -3.667  -0.66
67 H 3.829 -1.834 -3.473  0.31
68 H 3.594 -3.273 -3.029  0.31
69 O 8.440 1.607 0.568  -0.63
70 H 7.680 1.290 1.072  0.30
71 H 8.107 1.679 -0.336  0.34
72 O 0.184 3.057 3.733  -0.59
73 H -0.715 2.793 3.967  0.31
74 H 0.733 2.325 4.045  0.31
75 O -5.012 -2.519 -3.931  -0.60
76 H -4.437 -1.749 -4.029  0.32
77 H -4.402 -3.267 -3.923  0.29
78 O 5.652 -4.054 1.783  -0.57
79 H 6.361 -3.400 1.735  0.28
80 H 4.991 -3.641 2.357  0.29
81 O 4.054 -6.760 1.810  -0.62
82 H 4.632 -5.992 1.701  0.34
83 H 4.662 -7.510 1.813  0.30
84 O 5.004 -4.223 4.985  -0.62
85 H 4.953 -3.543 5.669  0.31
86 H 4.358 -3.939 4.326  0.33
87 O -0.075 -4.765 5.264  -0.61
88 H 0.612 -4.149 4.981  0.30
89 H 0.392 -5.391 5.832  0.31
90 O 3.115 3.022 2.241  -0.64
91 H 2.684 3.850 2.486  0.31
92 H 2.423 2.523 1.779  0.31
93 O -9.289 2.778 -0.276  -0.64
94 H -8.965 2.914 0.626  0.30
95 H -9.777 1.947 -0.227  0.32
96 O 5.110 3.313 -8.112  -0.63
97 H 5.794 3.322 -8.792  0.31
98 H 4.889 4.245 -7.990  0.32
99 O -2.425 6.553 1.443  -0.61
100 H -1.985 7.199 2.010  0.30
101 H -1.804 5.815 1.403  0.31
102 O 11.116 0.311 1.139  -0.64
103 H 10.822 -0.516 1.540  0.29
104 H 10.293 0.771 0.920  0.38
105 O -10.927 5.565 0.428  -0.64
106 H -10.493 6.199 1.012  0.31
107 H -10.303 4.829 0.376  0.34
108 O -1.293 -1.888 -2.393  -0.68
109 H -1.226 -2.256 -1.501  0.37
110 H -0.939 -2.584 -2.960  0.30
111 O 6.244 -4.353 -1.873  -0.64
112 H 5.868 -4.279 -0.985  0.31
113 H 5.763 -3.689 -2.388  0.35
114 O 2.620 7.505 -2.466  -0.60
115 H 3.309 7.500 -3.141  0.30
116 H 2.403 8.439 -2.360  0.30
117 O -8.622 -3.780 -0.717  -0.63
118 H -8.072 -3.381 -0.030  0.32
119 H -8.899 -4.622 -0.336  0.29
120 O 3.521 2.974 -2.114  -0.41
121 H 3.261 3.884 -1.920  0.20
122 H 3.025 2.450 -1.474  0.25

---

No. 6
DFT (wB97M-V/def2-TZVPD) results for a molecular structure, C9H7Cl2MnN3O4S3.

Output
Total charge: -2
LUMO level (spin up / spin down), eV: 4.42 / 4.42
Calculated total energy, Eh: -4078.271695
Kohn-Sham gap (spin up / spin down), eV: 6.04 / 6.32
<S²>: 8.857
2S+1: 6
Highest occupied orbital energy (spin up / spin down), eV: -1.614 / -1.900

Each line ends with the Mulliken charge.
Cartesian coordinates (Å):
1 Mn -3.988 -0.868 0.366  0.89
2 Cl -4.678 -3.559 -0.590  -0.11
3 C -6.284 -3.121 -0.198  -0.58
4 Cl -6.185 -0.179 0.695  -0.61
5 H -6.681 -3.467 0.741  0.35
6 H -6.935 -2.891 -1.024  0.33
7 O -3.611 -1.594 1.790  -0.82
8 S 2.595 -2.290 0.666  -0.50
9 C 1.511 -0.996 0.633  0.26
10 S -0.185 -1.261 0.703  -0.08
11 C -0.508 0.468 0.592  0.26
12 N 0.601 1.150 0.493  -0.89
13 N 1.724 0.336 0.517  0.59
14 C 2.952 1.038 0.390  0.50
15 C 4.184 0.479 0.726  -0.44
16 C 5.344 1.229 0.583  -0.58
17 C 5.307 2.531 0.112  -0.43
18 C 4.076 3.086 -0.212  -0.47
19 C 2.907 2.357 -0.075  -0.32
20 S -2.038 1.219 0.655  -0.39
21 H 4.223 -0.535 1.089  0.19
22 H 6.291 0.774 0.850  0.33
23 H 6.218 3.106 0.003  0.35
24 H 4.017 4.104 -0.579  0.33
25 H 1.947 2.785 -0.316  0.46
26 O -2.463 -1.570 -1.347  -0.60
27 N -3.191 -0.976 -2.181  1.22
28 O -2.939 -0.959 -3.375  -0.68
29 O -4.212 -0.396 -1.708  -0.55